# 1
Below is C10H28IN2O7P4Pd as an isolated structure, with properties calculated with wB97M-V/def2-TZVPD.

Geometry (Å):
Pd -0.617934 0.992730 -0.302957
N 1.299926 -1.629185 0.005500
C 2.202862 -0.951797 1.002413
C 3.383933 -1.881532 1.269169
P 1.099339 -0.863961 2.517629
O 2.162640 -0.796902 3.747243
O 0.487069 -2.240169 2.515357
O 0.276882 0.367908 2.491532
P 2.751869 0.657382 0.277803
O 3.919531 0.168928 -0.771261
O 3.377660 1.502285 1.314535
O 1.638058 1.097868 -0.643852
H 0.872034 -2.421168 0.501805
H 1.775750 -1.896835 -0.871785
H 0.522166 -0.978011 -0.263740
H 3.044457 -2.798013 1.759076
H 4.091944 -1.381489 1.928472
H 3.893520 -2.136266 0.338192
H 2.243352 -1.691052 4.098005
H 4.773802 0.384876 -0.380251
C -3.381070 -0.887861 -1.821800
P -2.332410 -0.394118 -0.390580
C -2.283908 -2.006420 0.492234
C -3.623923 0.483956 0.617505
C -2.983710 1.308107 1.736432
P -1.754341 2.509531 1.056834
C -2.899854 3.853240 0.517661
C -1.130243 3.238038 2.616161
H -4.319620 -1.347829 -1.496912
H -2.831121 -1.597604 -2.441939
H -3.601610 -0.009417 -2.428545
H -3.286331 -2.391161 0.704164
H -1.718399 -1.907557 1.420743
H -1.759457 -2.730050 -0.137379
H -4.355248 -0.229763 1.013201
H -4.161114 1.139632 -0.077684
H -2.409110 0.661368 2.406487
H -3.745355 1.827218 2.330340
H -3.583043 4.151688 1.318796
H -3.480586 3.522952 -0.344904
H -2.314201 4.720256 0.209082
H -1.939696 3.537162 3.289000
H -0.517619 4.109434 2.377487
H -0.492995 2.491899 3.090829
N 1.854902 0.121084 -3.245261
C 2.222164 -1.134575 -3.486016
O 2.242514 -2.037595 -2.650537
C 2.601458 -1.455259 -4.920127
I 4.612226 -0.853851 -5.319580
H 1.694700 0.456775 -2.278760
H 1.929824 0.809418 -3.972763
H 1.981845 -0.937390 -5.646280
H 2.566495 -2.526890 -5.070763

Cartesian forces, eV/Å:
-0.090 -0.006 -0.209
0.038 -0.071 -0.013
0.025 -0.030 -0.018
-0.008 -0.004 0.023
-0.037 0.085 0.031
-0.017 -0.027 -0.020
0.007 -0.008 0.005
0.009 -0.091 0.033
0.054 0.080 0.076
0.018 -0.017 -0.003
-0.035 -0.026 -0.052
0.062 0.000 -0.058
-0.001 -0.015 0.006
0.012 0.023 -0.012
-0.057 0.080 -0.006
-0.004 0.007 -0.017
-0.004 0.017 0.002
-0.003 -0.009 -0.009
0.006 0.021 0.005
-0.049 -0.004 0.003
-0.009 -0.017 0.000
0.062 0.002 0.099
0.003 0.009 -0.034
-0.046 -0.044 -0.016
-0.060 0.012 0.024
0.093 -0.001 0.058
-0.011 0.000 0.007
0.020 0.031 -0.037
-0.005 -0.005 -0.011
-0.006 0.007 0.007
-0.005 0.013 -0.011
-0.006 0.004 -0.008
0.011 -0.007 0.008
0.004 -0.021 0.021
0.010 -0.004 -0.008
0.002 0.026 0.025
0.000 -0.007 -0.001
0.012 -0.001 0.001
-0.007 0.007 -0.002
0.001 -0.006 0.001
0.006 0.008 -0.002
-0.009 0.001 0.003
-0.007 -0.001 0.018
-0.004 -0.016 -0.003
-0.054 0.009 0.100
-0.030 -0.049 0.002
0.011 0.007 -0.036
0.004 0.003 0.011
0.020 0.005 -0.012
0.063 0.038 0.018
0.025 -0.003 -0.005
-0.008 -0.002 0.008
-0.005 -0.005 0.006

As for the total energy: -2825.4041 Eh. The calculation puts the HOMO energy at -3.215 eV. For the LUMO energy, the calculation gives 1.96 eV. Its net charge is -1.

---

# 2
Below is C35H37ClO4P2Tc as an isolated structure in a non-equilibrium geometry, with properties calculated with wB97M-V/def2-TZVPD.

Geometry (Å):
Tc 0.926822 4.379422 -2.206613
C 1.697308 0.713717 -1.614947
C 2.232998 1.728979 -2.374757
C 2.485120 1.524390 -3.890708
C 1.476139 2.175549 -4.918459
C 0.449064 2.975461 -4.051501
C -0.341962 2.209640 -3.114182
C -0.499752 0.739735 -2.962414
C 0.379501 0.084301 -1.841383
C -0.881424 4.473805 -1.228520
H 2.254877 0.317709 -0.758629
H 3.145856 2.183580 -1.906422
H 2.613227 0.432852 -4.116883
H 3.506891 1.905148 -4.165382
H 2.008818 2.838510 -5.678715
H 0.990640 1.392652 -5.581467
H -0.116335 3.704569 -4.654085
H -1.323661 2.663705 -2.968148
H -0.462544 0.088939 -3.883899
H -1.526718 0.639848 -2.541311
H -0.236219 0.125599 -0.908611
H 0.555915 -0.990477 -2.050295
H -0.850498 5.401855 -0.576756
H -1.124933 3.600762 -0.550316
H -1.675385 4.540327 -1.946229
P 2.802231 5.959433 -2.338755
P 0.379729 6.359550 -3.168773
C 2.690798 5.505593 -4.025634
C 1.473225 6.000676 -4.575088
C 3.969339 7.556837 -2.342676
C 4.750566 7.956981 -3.449060
C 5.734122 8.965245 -3.349804
C 5.884784 9.636836 -2.137981
C 5.064606 9.341718 -1.032156
C 4.110836 8.310737 -1.169468
C 4.104977 4.992634 -1.408643
C 3.820043 4.646422 -0.058484
C 4.495435 3.534381 0.452891
C 5.580394 2.986645 -0.229597
C 6.010931 3.548741 -1.448053
C 5.267272 4.549838 -2.083425
C 0.117045 8.318888 -3.585169
C 1.187720 9.227942 -3.423773
C 1.086898 10.582267 -3.784105
C -0.117166 11.032947 -4.324933
C -1.183335 10.171130 -4.559897
C -1.029698 8.821004 -4.222538
C -1.355195 6.054055 -3.765874
C -2.472543 6.517452 -3.019694
C -3.717743 5.941456 -3.271965
C -3.860679 5.056055 -4.371453
C -2.809432 4.854103 -5.261651
C -1.550104 5.409007 -4.998606
H 3.518357 4.843063 -4.402171
H 1.253997 6.257356 -5.660643
H 4.630663 7.481132 -4.412996
H 6.386133 9.230218 -4.209786
H 6.659167 10.406454 -2.042622
H 5.210256 9.889953 -0.088858
H 3.490648 8.105798 -0.302971
H 3.072660 5.204816 0.565763
H 4.253402 3.040054 1.404410
H 6.034635 2.113641 0.258335
H 6.954273 3.222086 -1.900924
H 5.520827 4.900303 -3.121298
H 2.134897 8.873105 -3.005024
H 1.920149 11.284831 -3.627738
H -0.247354 12.093316 -4.552505
H -2.136891 10.521183 -4.973940
H -1.900817 8.202844 -4.478195
H -2.386497 7.318267 -2.262692
H -4.570995 6.174258 -2.631596
H -4.789644 4.498404 -4.487262
H -2.914470 4.216207 -6.149457
H -0.731519 5.311983 -5.714203
O -0.497133 1.572980 -0.116413
Cl 0.656813 2.089925 0.611240
O 0.150559 2.915621 1.694608
O 1.451873 0.964565 1.073213
O 1.589969 2.941515 -0.272663

Cartesian forces, eV/Å:
1.101 -3.843 1.608
-0.638 -0.542 -0.568
2.529 -0.435 -0.874
0.548 -0.431 -1.316
0.378 0.767 0.560
-1.299 -1.701 -0.817
-0.231 1.465 -3.163
-0.151 -1.309 1.579
0.389 -1.314 -1.074
-0.348 0.342 2.030
-0.295 0.473 -0.206
-0.905 -0.220 -0.311
-0.474 0.831 0.282
-0.886 -0.077 0.745
-0.560 -0.638 1.216
0.047 0.900 1.115
0.086 -0.276 0.704
0.460 0.498 0.656
0.322 1.238 0.502
0.598 -0.158 -0.618
1.133 -0.699 -1.026
-0.079 0.256 0.023
-0.088 -0.835 -0.687
0.809 0.793 -0.838
-0.323 0.192 -0.286
4.594 1.565 2.364
-4.080 4.722 -4.146
-1.569 -0.727 -1.902
2.856 -0.686 0.393
-0.441 1.113 -0.173
-0.046 -0.388 -0.155
-0.395 -0.288 0.213
0.074 0.178 0.423
0.066 -0.579 -0.966
0.113 0.148 0.745
-0.878 0.017 -0.029
-0.264 -0.211 -0.413
0.495 0.094 0.423
-0.334 0.174 -0.217
0.527 -0.043 0.024
-0.702 -0.625 -0.074
1.180 0.756 0.489
0.411 -0.300 0.416
-0.347 -0.577 -0.034
-0.155 0.714 -0.024
0.789 -0.424 0.350
-1.275 -0.621 -0.093
0.093 0.300 -0.819
0.098 -0.649 0.154
0.299 -0.117 -0.796
0.102 -0.022 0.656
0.056 -0.042 -0.278
-0.399 -0.148 1.058
-0.879 1.267 -0.553
0.255 -0.883 1.398
-0.045 -0.148 -0.075
-0.719 -0.362 0.662
-0.365 -0.295 -0.045
-0.321 -0.422 -0.535
-0.012 -0.125 -0.016
0.480 -0.872 -0.913
-0.182 0.717 -0.341
0.219 0.505 -0.616
-0.487 -0.029 0.131
-0.181 -0.335 1.283
-0.467 0.280 -0.084
-0.442 -0.569 -0.064
0.157 -0.304 0.026
0.560 -0.199 0.111
0.691 0.265 0.281
0.175 -0.859 -0.174
0.253 -0.001 -0.304
0.148 0.334 -0.151
-0.205 0.433 0.381
-0.281 -0.256 0.236
0.309 2.064 0.616
-0.365 0.568 2.597
1.113 -0.723 -1.409
-0.625 1.475 -0.296
-1.777 -0.135 1.029

As for the total energy: -2879.2811 Eh. As for the spin multiplicity: 4. The expectation value of S² is 3.86. The calculation puts the HOMO energy (alpha / beta) at -14.097 / -13.797 eV. For the LUMO energy (alpha / beta), the calculation gives -8.13 / -8.53 eV. Its net charge is +2.

---

# 3
Below is the molecule C20H29N3O4S, with properties calculated with wB97M-V/def2-TZVPD.

Geometry (Å):
C 8.045422 0.755428 -0.197852
S 6.679321 1.950280 -0.185506
C 5.309332 0.863401 0.327370
C 4.830687 -0.030556 -0.806851
C 3.671092 -0.946308 -0.370119
N 2.516199 -0.204047 0.069779
C 1.375690 -0.160501 -0.664357
O 1.327756 -0.585953 -1.798625
C 0.213602 0.495676 0.072810
C -0.939279 0.837636 -0.873946
C -1.667182 -0.415465 -1.367910
N -2.094123 -1.240700 -0.261582
C -3.336062 -1.657151 0.062022
O -3.533504 -2.381140 1.028195
C -4.540294 -1.256927 -0.800882
N -5.383438 -2.413776 -1.061648
C -5.371225 -0.227196 -0.009037
C -4.593251 1.020103 0.283755
C -4.537180 2.055957 -0.640981
C -3.818014 3.206926 -0.370371
C -3.141010 3.336400 0.831096
C -3.183128 2.305905 1.755994
C -3.902878 1.155700 1.482419
C -0.983865 -1.650618 0.577044
C -0.303189 -0.428006 1.184893
C 4.117029 -1.873010 0.746900
O 3.661432 -1.856117 1.859609
O 5.085242 -2.702564 0.363239
H 7.888642 0.012074 -0.973731
H 8.946723 1.320842 -0.408584
H 8.122561 0.285416 0.778626
H 4.517726 1.541221 0.644273
H 5.648878 0.283907 1.187187
H 5.644921 -0.663794 -1.161513
H 4.487576 0.590219 -1.635514
H 3.365080 -1.548067 -1.235584
H 2.491410 0.027689 1.051757
H 0.592097 1.421420 0.520954
H -1.645341 1.481978 -0.350026
H -0.554207 1.374548 -1.741605
H -2.514303 -0.108251 -1.976673
H -0.978830 -0.998245 -1.990322
H -4.252468 -0.836211 -1.765564
H -4.891572 -3.079767 -1.649457
H -5.568054 -2.878992 -0.175777
H -6.262999 0.000424 -0.594623
H -5.679605 -0.703169 0.923661
H -5.071259 1.962693 -1.576010
H -3.787969 4.006655 -1.095952
H -2.583748 4.236473 1.045740
H -2.657730 2.402709 2.695617
H -3.936653 0.353933 2.206029
H -1.381934 -2.300609 1.358095
H -0.267661 -2.214729 -0.031773
H 0.508459 -0.754430 1.837385
H -1.031247 0.119922 1.786126
H 5.346343 -3.289260 1.091799

Cartesian forces, eV/Å:
-0.506 0.209 -0.022
-0.030 -0.089 0.151
0.454 0.214 -0.385
-0.129 -0.138 0.177
0.102 -0.043 -0.316
0.463 -0.117 0.276
-0.037 0.443 0.434
-0.087 -0.159 -0.451
-0.239 0.079 -0.104
0.141 -0.181 -0.085
-0.011 0.325 -0.432
0.199 -0.098 0.112
0.029 -0.032 -0.330
-0.274 -0.048 0.285
-0.236 -0.034 0.177
-0.088 -0.082 -0.099
0.192 -0.144 -0.270
-0.092 0.042 0.103
0.026 -0.026 0.018
0.038 0.087 -0.057
0.044 0.081 0.045
0.048 0.070 0.061
-0.009 0.034 0.000
0.028 -0.140 0.492
0.045 -0.118 -0.131
-0.402 0.130 0.174
-0.004 -0.003 0.168
0.470 -0.303 -0.386
0.119 -0.104 -0.021
0.111 -0.009 -0.016
0.108 -0.078 0.043
-0.031 -0.036 0.085
-0.079 0.001 0.102
0.012 0.059 -0.060
0.000 -0.078 -0.010
0.058 0.054 0.205
-0.145 -0.038 -0.068
0.017 -0.061 -0.026
-0.005 0.011 -0.013
-0.035 0.051 -0.017
0.047 -0.055 0.037
-0.167 0.077 0.015
0.002 0.018 0.140
-0.066 0.014 0.083
0.088 -0.007 -0.102
0.004 -0.039 0.024
-0.041 -0.020 -0.021
-0.082 -0.013 -0.108
-0.004 0.066 -0.059
0.038 0.075 0.017
0.034 0.003 0.078
-0.019 -0.117 0.079
0.144 0.060 -0.165
-0.034 -0.035 0.012
-0.003 0.008 0.069
0.013 -0.005 0.047
-0.219 0.241 0.043

As for the total energy: -1643.0102 Eh. The calculation puts the HOMO energy at -8.791 eV. For the LUMO energy, the calculation gives 0.43 eV. Its net charge is 0.

---

In order of appearance, relative energy (zero: lowest compared OMol25 entry of this formula, charge and spin) = 0.0 111.1 1.2 kcal/mol.